{
  "formula": "C36H41N8O2PdSTe2",
  "method": "ωB97M-V/def2-TZVPD",
  "species": ["Te", "Te", "Pd", "S", "O", "O", "N", "N", "N", "N", "N", "N", "N", "N", "C", "C", "C", "C", "C", "C", "C", "C", "C", "C", "C", "C", "C", "C", "C", "C", "C", "C", "C", "C", "C", "C", "C", "C", "C", "C", "C", "C", "C", "C", "C", "C", "C", "C", "C", "C", "H", "H", "H", "H", "H", "H", "H", "H", "H", "H", "H", "H", "H", "H", "H", "H", "H", "H", "H", "H", "H", "H", "H", "H", "H", "H", "H", "H", "H", "H", "H", "H", "H", "H", "H", "H", "H", "H", "H", "H", "H"],
  "xyz": [[-4.208083, -20.173513, -2.556014], [-3.173405, -25.405624, -6.914292], [-4.610135, -22.346152, -3.857377], [-4.502049, -19.838060, -5.976976], [-3.046309, -19.969347, -6.081726], [-5.114271, -24.764258, -7.325529], [-7.145943, -23.037432, -2.228772], [-4.901871, -23.779301, -2.406812], [-6.116663, -27.280767, -0.765314], [-4.589530, -23.482914, -5.485211], [-2.005184, -23.714874, -2.206595], [-6.620884, -25.106040, -1.422569], [-4.456355, -26.025503, -1.749453], [-5.228929, -20.688272, -4.963887], [-2.663696, -24.824328, -2.588828], [-2.936793, -29.624256, -8.284821], [-1.091565, -27.549731, -7.996868], [-2.002884, -25.886588, -3.295666], [0.637762, -19.084312, -0.276720], [-4.116921, -24.856405, -2.236450], [-1.436372, -19.247632, -1.511338], [-1.175527, -20.353098, 0.633474], [-3.205828, -20.786589, -0.627628], [-1.486311, -22.095441, -9.348172], [-5.747265, -26.108388, -1.323642], [-1.932827, -20.075792, -0.515468], [-3.019706, -23.221801, -10.851768], [-1.062416, -31.214345, -8.804975], [-4.131164, -25.431603, -10.252987], [-0.113704, -18.748718, -1.418438], [-1.834186, -22.998884, -8.351901], [-2.679131, -24.121747, -8.614910], [-6.212458, -23.986180, -1.992987], [-2.111735, -22.162176, -10.633986], [0.090708, -19.858980, 0.795083], [-0.666788, -28.813414, -8.352513], [-6.801552, -23.276357, -6.645712], [-2.280525, -18.963031, -2.648272], [-4.875572, -28.222129, -7.517088], [-1.584716, -29.839968, -8.499248], [-1.283534, -22.803258, -6.950341], [-3.399848, -28.396586, -7.783804], [-0.610669, -25.824623, -3.435195], [0.066057, -24.693939, -2.914989], [-5.417788, -23.839895, -6.361944], [-0.138363, -26.388326, -7.884426], [-0.695294, -23.659144, -2.335831], [-2.467827, -27.333607, -7.673952], [-3.298004, -24.202523, -9.902333], [-1.821530, -21.103832, -11.635696], [-1.925215, -19.184154, -3.684411], [-7.898337, -22.992579, -1.556226], [-7.314094, -23.040884, -5.725005], [-0.838062, -20.640241, -11.449471], [-0.841340, -21.215905, -9.112487], [0.138601, -26.112312, -6.865105], [-4.276049, -25.474129, -11.318943], [-0.124024, -22.797382, -1.916423], [-0.906262, -31.283578, -9.898397], [-0.017427, -26.642253, -3.815878], [-1.776607, -21.455911, -12.689625], [-2.634410, -20.319233, -11.682185], [-0.617793, -23.631923, -6.661959], [-5.254376, -29.087351, -7.042361], [-5.549731, -28.111810, -1.010637], [-0.666587, -21.897176, -6.879532], [0.717960, -20.063387, 1.693992], [0.774620, -26.654949, -8.396420], [-5.096997, -27.330824, -6.886147], [-5.105742, -25.393447, -9.700318], [-3.603073, -26.353873, -9.967464], [-2.049345, -22.721642, -6.164967], [-6.672646, -22.363131, -7.217602], [-2.649830, -17.912642, -2.637845], [0.389793, -28.877597, -8.490692], [1.157166, -24.546027, -2.905115], [-3.649837, -30.391837, -8.495906], [-1.697018, -32.037505, -8.419296], [-2.527279, -26.814164, -3.541161], [-5.474996, -28.122253, -8.437320], [-7.075859, -27.413662, -0.540108], [-1.573198, -21.001512, 1.432123], [-0.093072, -31.302655, -8.316667], [-3.885136, -20.506269, 0.164022], [-3.509758, -23.268484, -11.854670], [-3.305763, -21.893774, -0.691064], [-6.930064, -22.186022, -2.795856], [0.305003, -18.177386, -2.252730], [-7.368357, -24.054966, -7.236613], [-0.607262, -25.501011, -8.338272], [1.666098, -18.677400, -0.164112]],
  "forces_ev_per_angstrom": [[1.044, 0.301, 2.077], [2.069, -2.026, 2.006], [-0.587, 1.696, -0.535], [-0.757, -1.157, 1.467], [0.439, 0.200, -0.370], [-2.508, 2.861, -0.099], [0.177, 0.938, -0.209], [-1.051, -1.383, 0.592], [0.810, -1.211, -0.083], [0.349, -1.043, -0.181], [-0.771, -0.352, 0.360], [-0.475, -1.011, 0.843], [-1.627, -0.804, 0.826], [-0.045, 0.763, -2.192], [1.471, 0.414, -1.424], [0.488, 0.967, 0.486], [-1.611, 0.389, 0.716], [-0.169, 0.343, 1.337], [0.274, 0.510, 0.310], [0.574, 0.095, -0.624], [1.294, -0.225, 0.294], [-0.033, -0.315, 0.670], [-2.684, -0.422, -1.305], [-0.885, 0.654, -1.329], [1.249, 1.268, -0.867], [1.003, -0.960, 0.899], [0.218, 0.665, -1.025], [0.052, -0.165, -0.440], [-0.248, 0.509, 0.854], [-0.026, -0.948, 1.255], [-0.234, -1.003, 0.912], [-0.737, 0.705, -1.163], [1.565, 0.410, -0.951], [0.127, -1.043, 1.890], [1.414, 0.928, -0.847], [-0.454, 0.974, 0.238], [-0.407, -1.192, -0.112], [-1.451, 1.275, -2.108], [-0.133, 1.242, -0.181], [-0.088, -0.722, 0.222], [0.711, 0.259, 0.266], [0.687, 0.799, -0.701], [0.115, 1.345, 0.954], [-0.675, 0.198, 0.019], [-0.318, -0.395, -1.304], [-0.186, -0.062, -0.364], [1.406, -0.548, -0.257], [1.294, -0.151, -0.712], [0.966, -0.676, 0.997], [-0.387, 0.904, -1.352], [0.136, 0.129, 0.979], [-0.024, -0.162, -0.348], [-0.315, 0.205, 0.351], [-0.518, 0.070, 0.096], [-0.463, -0.860, -0.151], [-0.316, -0.145, 0.109], [-0.321, 0.033, -0.552], [-0.876, -0.438, -0.362], [-0.062, -0.462, 0.418], [-0.243, -0.133, -0.333], [-0.023, -0.219, 0.580], [0.900, -0.546, 0.367], [-0.331, 0.045, -0.099], [-0.450, -1.127, 0.752], [-0.641, 1.133, 0.331], [-0.220, 0.049, -0.245], [-0.652, 0.126, -0.810], [0.517, 0.106, -0.398], [0.279, -0.689, -0.568], [0.792, -0.111, -0.448], [-0.173, 0.328, 0.109], [0.047, -0.093, -0.450], [-0.111, 0.110, -0.196], [0.361, -0.513, -0.031], [0.692, -0.834, -0.245], [-0.575, -0.441, -0.272], [-0.325, -0.645, 0.068], [0.170, 0.496, -0.436], [-0.034, 0.589, -0.160], [0.370, 0.144, -0.002], [-0.487, -0.033, -0.064], [-0.043, 0.314, -0.579], [0.159, -0.222, -0.112], [-0.194, 0.272, 0.361], [0.342, -0.079, 0.786], [1.086, 0.660, 0.034], [0.300, -1.094, 0.814], [-0.120, -0.132, 0.431], [0.438, 1.012, 0.569], [0.406, -0.260, 0.104], [-0.730, -0.381, -0.152]],
  "spin_multiplicity": 2,
  "de_lowest_kj_mol": 281.9,
  "max_force_ev_per_a": 3.81,
  "lumo_ev": [4.01, 3.89],
  "charge": -2,
  "orbital_gap_ev": [2.804, 2.680]
}


{
  "formula": "C36H42AsBF4N8O2S7W",
  "method": "ωB97M-V/def2-TZVPD",
  "species": ["W", "As", "S", "S", "S", "S", "S", "S", "S", "F", "F", "F", "F", "O", "O", "N", "N", "N", "N", "N", "N", "N", "N", "C", "C", "C", "C", "C", "C", "C", "C", "C", "C", "C", "C", "C", "C", "C", "C", "C", "C", "C", "C", "C", "C", "C", "C", "C", "C", "C", "C", "C", "C", "C", "C", "C", "C", "C", "C", "B", "H", "H", "H", "H", "H", "H", "H", "H", "H", "H", "H", "H", "H", "H", "H", "H", "H", "H", "H", "H", "H", "H", "H", "H", "H", "H", "H", "H", "H", "H", "H", "H", "H", "H", "H", "H", "H", "H", "H", "H", "H", "H"],
  "xyz": [[-1.500309, -1.373498, 0.990406], [-4.473109, 0.476526, 3.820784], [-3.767180, 1.655029, 5.461770], [0.421564, -4.644888, -2.944886], [-3.905797, -1.707593, 1.229404], [-6.168278, -0.595340, 4.476743], [1.129239, 2.048057, 0.653492], [-1.567464, -3.866253, 0.562261], [-2.857330, -1.809948, 2.968699], [-2.040729, -1.300517, -3.504973], [-2.250649, -1.224520, -1.211626], [-3.973731, -0.480285, -2.553845], [-2.019470, 0.729364, -2.427898], [1.474533, -5.612809, -2.748483], [0.595363, -3.732046, -4.039381], [-1.521327, 1.478511, 2.321857], [0.120263, -3.878418, -1.527685], [0.337199, -1.215187, -0.197828], [1.440896, -1.908554, 0.171649], [1.832375, 2.074838, -1.881767], [-1.913453, 0.675016, 1.305985], [0.609459, 3.894246, -1.219864], [0.008742, -1.044376, 2.385610], [-1.786524, -5.236260, -1.840305], [1.520624, 6.418119, 0.578203], [1.208324, -0.123982, 4.286770], [0.279652, 2.810028, -6.615543], [1.160624, 2.701788, -0.886531], [2.127800, 2.600946, -3.196840], [2.194001, -3.855283, 1.403318], [3.040082, -5.902958, 2.585857], [-2.924912, 2.653585, 1.091206], [-2.918277, -6.873558, -3.749488], [2.795628, 5.723321, 0.100613], [2.239434, -4.625152, 2.556258], [0.182494, -0.051823, 3.325924], [0.748650, -2.233444, 2.482138], [-0.605423, 1.114164, 3.358919], [-3.598158, -6.594835, -2.566866], [0.772288, -3.027458, 3.625764], [0.559233, -0.787990, -1.431595], [1.472109, -2.674288, 1.370905], [1.365965, 3.022579, -5.565523], [-1.667307, -6.318456, -3.997362], [-0.502303, 1.993454, 4.427986], [1.012755, 2.390794, -4.224594], [0.438678, 2.783774, 6.608902], [-0.183026, 4.715450, -0.320133], [2.343648, -1.915845, -0.821781], [-2.104879, 2.682794, 2.192296], [1.512962, -4.196478, 3.664393], [-3.036812, -5.772381, -1.596458], [-2.785193, 1.369368, 0.578251], [0.436764, 1.845063, 5.431381], [1.332995, 0.793165, 5.311368], [0.289504, 6.167719, -0.295404], [-0.998219, -4.282356, -0.990928], [1.825106, -1.195078, -1.869335], [-1.129852, -5.501951, -3.025257], [-2.596456, -0.555084, -2.481717], [-0.533282, 6.780529, 0.083530], [1.298252, 6.085939, 1.596748], [2.248254, -1.058972, -2.850347], [-0.499564, 2.687172, 7.161098], [-0.174023, -0.196557, -1.951463], [4.069361, -5.727881, 2.266831], [-3.365396, -7.525948, -4.489616], [-3.552102, -5.532011, -0.675000], [-1.896192, 3.492658, 2.863369], [-0.107250, 4.269030, 0.670494], [-3.263646, 0.914726, -0.270447], [0.116851, 1.744882, -6.789283], [-0.667386, 3.241625, -6.286954], [0.503426, 4.092608, -2.200363], [2.067576, 1.114699, -1.680828], [2.996331, 5.953968, -0.949752], [0.494306, 6.499354, -1.321569], [-3.559355, 3.441638, 0.726320], [3.058257, -6.321319, 3.592477], [0.555267, 3.269530, -7.566777], [0.075555, 2.814415, -3.850425], [-1.232093, 4.667950, -0.622503], [0.523452, 3.825775, 6.290888], [1.521293, -4.794041, 4.569575], [-4.586102, -7.010173, -2.412156], [3.032015, 2.100039, -3.548846], [0.184781, -2.714325, 4.478960], [1.693325, 7.497990, 0.623219], [2.698850, -4.201586, 0.508430], [2.717418, 4.641342, 0.209175], [2.127664, 0.670425, 6.040710], [3.652690, 6.056497, 0.689585], [-1.214459, 2.799159, 4.518541], [1.264496, 2.559677, 7.285990], [2.364690, 3.665744, -3.106696], [0.840645, 1.318431, -4.348017], [1.536360, 4.095730, -5.424887], [-1.141805, -6.509430, -4.924269], [2.309462, 2.597444, -5.923888], [1.917329, -0.935497, 4.217926], [2.605424, -6.648463, 1.916528], [3.286547, -2.421582, -0.711522]],
  "forces_ev_per_angstrom": [[-1.276, -0.190, 0.227], [-0.562, 0.617, 0.565], [0.071, -0.043, -0.215], [0.160, -0.105, -0.081], [0.087, -0.009, -0.116], [0.164, -0.019, -0.138], [0.136, 0.103, -0.123], [-0.085, -0.268, -0.154], [0.570, -0.366, -0.328], [-0.019, 0.038, 0.094], [0.261, -0.067, 0.424], [0.106, 0.022, 0.035], [-0.010, -0.077, -0.027], [0.042, -0.037, 0.052], [-0.134, 0.103, 0.016], [0.061, -0.044, 0.118], [-0.029, -0.066, -0.088], [0.156, -0.450, -0.518], [-0.063, -0.031, 0.147], [0.016, 0.022, -0.029], [-0.113, 0.383, 0.097], [-0.067, -0.019, 0.065], [0.014, -0.201, -0.078], [-0.001, 0.068, 0.048], [0.039, -0.051, -0.110], [-0.004, 0.032, 0.021], [0.104, -0.005, 0.019], [0.176, 0.057, 0.077], [-0.313, -0.135, -0.001], [0.023, -0.091, -0.104], [-0.129, 0.073, -0.018], [-0.002, 0.019, -0.034], [0.045, 0.028, 0.005], [-0.072, 0.032, 0.059], [0.067, 0.007, 0.086], [0.005, -0.118, -0.131], [0.234, 0.395, 0.066], [-0.077, -0.047, -0.023], [0.024, -0.006, -0.001], [-0.034, -0.205, -0.037], [0.126, 0.041, -0.023], [0.065, 0.083, -0.002], [-0.116, -0.071, -0.016], [0.050, 0.002, -0.043], [-0.017, 0.084, 0.004], [0.152, 0.122, -0.006], [-0.074, -0.054, -0.084], [0.044, 0.107, -0.060], [0.142, 0.161, 0.000], [-0.057, 0.104, -0.074], [0.004, 0.024, -0.029], [-0.098, -0.041, 0.030], [0.117, 0.081, -0.075], [0.083, 0.053, 0.030], [-0.022, -0.026, -0.016], [0.095, -0.077, 0.085], [0.224, 0.106, 0.159], [-0.073, -0.054, -0.028], [-0.014, -0.001, 0.056], [-0.125, 0.099, -0.157], [-0.011, 0.012, -0.051], [-0.011, 0.049, 0.001], [0.040, 0.016, 0.043], [0.026, 0.013, 0.027], [-0.035, -0.015, 0.059], [0.004, -0.033, 0.004], [-0.044, 0.041, 0.000], [-0.018, 0.021, -0.031], [-0.039, -0.073, 0.079], [-0.045, -0.038, -0.019], [0.010, -0.020, 0.004], [-0.033, 0.020, 0.009], [-0.004, -0.017, -0.015], [-0.008, -0.004, -0.016], [0.128, 0.086, 0.095], [0.006, -0.020, 0.009], [-0.053, 0.050, 0.021], [0.003, -0.010, 0.019], [0.021, -0.016, -0.010], [-0.037, 0.002, -0.002], [-0.043, -0.097, -0.008], [-0.012, -0.061, 0.016], [0.028, 0.000, 0.026], [-0.030, -0.005, -0.014], [0.021, -0.026, 0.035], [0.047, 0.050, 0.004], [0.022, 0.012, 0.005], [0.004, 0.001, 0.043], [-0.059, 0.002, -0.008], [0.028, 0.009, -0.019], [-0.008, -0.011, -0.008], [0.008, -0.015, -0.014], [-0.043, -0.059, 0.019], [0.002, 0.022, 0.003], [0.065, 0.009, -0.019], [-0.079, 0.009, 0.035], [0.040, -0.002, -0.013], [0.016, -0.007, 0.021], [0.016, 0.041, -0.005], [-0.004, -0.004, 0.036], [0.028, -0.012, 0.000], [-0.027, -0.012, 0.021]],
  "spin_multiplicity": 3,
  "de_lowest_kj_mol": 116.0,
  "max_force_ev_per_a": 1.31,
  "lumo_ev": [3.55, 3.55],
  "charge": -2,
  "orbital_gap_ev": [4.989, 5.083]
}


What is the formula in the first record?
C36H41N8O2PdSTe2


charge of number 1 (C36H41N8O2PdSTe2)?
-2